Formula: C8H19NO2S
Source: the OMol25 dataset
Level of theory: ωB97M-V/def2-TZVPD

Calculated values
frontier orbital gap: 0.2791 Eh
energy above the lowest of the compared OMol25 structures with the same formula, charge and spin: 120.9 kcal per mole
E_LUMO: 0.5 eV

Structure (XYZ):
```
31
Properties=species:S:1:pos:R:3:mulliken_charge:R:1
C -1.285 -1.735 1.710 -1.41
C 2.341 -0.541 0.573 -1.48
C 2.562 0.830 -1.512 -1.70
C 1.189 -1.346 -1.630 -1.60
C -2.326 1.588 1.534 -0.96
C 0.469 0.811 -0.284 -0.97
C -1.294 -0.828 0.487 -0.42
C 1.643 -0.094 -0.701 2.19
N -0.275 1.561 -1.172 -0.33
O -2.785 0.787 -0.888 -0.67
O -3.959 -0.363 0.918 -0.68
S -2.769 0.226 0.402 1.15
H -0.464 -2.494 1.648 0.33
H -2.344 -2.097 1.680 0.41
H -1.073 -1.128 2.579 0.32
H 2.813 0.189 1.265 0.36
H 3.235 -1.355 0.444 0.31
H 1.530 -1.118 1.186 0.19
H 2.196 0.954 -2.495 0.40
H 2.692 1.773 -0.960 0.40
H 3.644 0.503 -1.617 0.40
H 0.717 -2.216 -1.219 0.33
H 0.469 -0.889 -2.400 0.29
H 2.074 -1.623 -2.116 0.54
H -1.232 1.908 1.389 0.27
H -2.924 2.550 1.362 0.31
H -2.652 1.227 2.525 0.36
H 0.341 0.958 0.763 0.39
H -0.985 -1.185 -0.473 0.61
H -1.239 1.918 -0.840 0.38
H -0.310 1.230 -2.159 0.28
```

Formula: C8H19NSi
Source: the OMol25 dataset
Level of theory: ωB97M-V/def2-TZVPD

Calculated values
frontier orbital gap: 0.3505 Eh
SMILES: C[Si](C)(C)N1CCCCC1
energy above the lowest of the compared OMol25 structures with the same formula, charge and spin: 4.5 kcal per mole
E_LUMO: 1.0 eV

Structure (XYZ):
```
29
Properties=species:S:1:pos:R:3:mulliken_charge:R:1
C -1.515 -2.025 1.744 -1.11
Si -0.935 -0.326 1.175 0.54
C -2.408 0.824 1.334 -1.12
C 0.291 0.296 2.449 -1.23
N -0.337 -0.190 -0.563 0.05
C -0.136 1.242 -0.987 -0.62
C 0.681 1.395 -2.282 -0.72
C 1.941 0.540 -2.196 -0.72
C 1.669 -0.932 -1.827 -0.75
C 0.855 -1.026 -0.549 -0.60
H -0.689 -2.729 1.738 0.35
H -2.246 -2.400 1.020 0.30
H -1.982 -1.914 2.746 0.29
H -3.151 0.374 0.651 0.26
H -2.665 0.754 2.390 0.34
H -2.205 1.875 1.098 0.35
H 1.110 0.691 1.880 0.38
H 0.667 -0.436 3.153 0.37
H -0.064 1.158 3.011 0.40
H 0.326 1.786 -0.159 0.38
H -1.128 1.712 -1.143 0.29
H 0.923 2.439 -2.531 0.34
H 0.090 1.022 -3.118 0.35
H 2.474 0.581 -3.136 0.33
H 2.622 0.980 -1.415 0.27
H 2.629 -1.493 -1.719 0.32
H 1.124 -1.403 -2.668 0.34
H 1.497 -0.715 0.253 0.38
H 0.559 -2.079 -0.349 0.24
```

Formula: C8H20AlIN2OPS2
Source: the OMol25 dataset
Level of theory: ωB97M-V/def2-TZVPD

Calculated values
frontier orbital gap: 0.2153 Eh
charge: -1
E_LUMO: 2.5 eV

Structure (XYZ):
```
36
Properties=species:S:1:pos:R:3:mulliken_charge:R:1
C -3.510 1.127 -1.472 -1.29
C -2.448 2.151 -1.043 -0.63
N -1.146 1.762 -1.596 0.33
C -0.716 2.522 -2.774 -0.59
C -0.889 1.711 -4.077 -1.17
C -0.130 1.519 -0.684 -0.10
S 1.143 0.580 -1.117 -0.21
S -0.184 2.317 0.877 -0.18
C 0.916 1.357 1.950 -0.89
C 0.522 -0.074 2.222 -0.31
C 1.538 -0.692 3.232 -0.84
Al 2.053 -2.607 2.872 0.09
I 0.747 -4.202 4.519 -0.44
P 1.602 -3.300 0.653 0.31
N 3.122 -3.919 0.005 -0.75
O 0.769 -4.770 0.810 -0.55
H -3.696 1.199 -2.539 0.27
H -4.427 1.245 -0.908 0.41
H -3.094 0.143 -1.290 0.33
H -2.452 2.180 0.036 0.48
H -2.766 3.113 -1.435 0.30
H -1.304 3.430 -2.874 0.40
H 0.327 2.795 -2.694 0.48
H -0.050 1.837 -4.751 0.35
H -0.944 0.665 -3.806 0.30
H -1.819 1.955 -4.578 0.32
H 1.935 1.422 1.591 0.46
H 0.879 1.886 2.898 0.45
H 0.489 -0.670 1.321 0.20
H -0.462 -0.120 2.681 0.21
H 1.088 -0.662 4.219 0.33
H 2.444 -0.093 3.226 0.39
H 3.642 -2.801 3.136 -0.30
H 3.859 -3.530 0.587 0.28
H 3.126 -4.925 0.153 0.27
H -0.162 -4.550 0.650 0.29
```

Formula: C8H20ClKO3PS2
Source: the OMol25 dataset
Level of theory: ωB97M-V/def2-TZVPD

Calculated values
frontier orbital gap: 0.2699 Eh
charge: +1
E_LUMO: -4.2 eV

Structure (XYZ):
```
36
Properties=species:S:1:pos:R:3:mulliken_charge:R:1
C 1.565 0.243 -3.341 -1.39
C 0.074 0.600 -3.367 -0.04
C -0.458 1.260 -2.097 -1.11
Cl 0.778 2.341 -1.351 -0.12
P -1.175 -0.173 -0.861 0.64
C -2.727 -0.151 -1.825 -1.29
S -1.778 -2.014 0.348 -0.38
C -1.194 0.871 0.637 -1.44
C 0.063 0.876 1.529 -0.51
C 0.199 -0.292 2.503 -0.59
C 1.376 -0.046 3.446 -0.94
S 2.378 -1.454 3.923 1.22
O 2.576 -1.417 5.335 -0.59
O 3.478 -1.581 3.006 -0.61
O 1.367 -2.650 3.578 -0.48
H 1.783 -0.471 -4.134 0.40
H 2.198 1.116 -3.481 0.36
H 1.844 -0.214 -2.390 0.32
H -0.118 1.187 -4.280 0.38
H -0.483 -0.333 -3.511 0.20
H -1.235 1.966 -2.332 0.46
H -0.042 -0.890 -1.268 0.04
H -3.440 -0.858 -1.415 0.54
H -2.538 -0.389 -2.871 0.38
H -3.150 0.856 -1.750 0.32
H -1.915 -2.806 -0.727 0.18
H -1.370 1.889 0.280 0.54
H -2.069 0.555 1.211 0.66
H 0.964 0.934 0.914 0.44
H 0.025 1.811 2.095 0.42
H -0.719 -0.395 3.088 0.28
H 0.327 -1.230 1.970 0.48
H 1.075 0.397 4.395 0.40
H 2.113 0.612 2.980 0.43
H 1.877 -3.428 3.315 0.35
K -1.647 3.278 -3.553 1.03
```

Formula: C8H20ClTiTl
Source: the OMol25 dataset
Level of theory: ωB97M-V/def2-TZVPD

Calculated values
2S+1: 2
frontier orbital gap (alpha / beta): 0.1618 / 0.2295 Eh
charge: -1
energy above the lowest of the compared OMol25 structures with the same formula, charge and spin: 13.4 kcal per mole
E_LUMO (alpha / beta): 2.4 / 2.4 eV

Structure (XYZ):
```
31
Properties=species:S:1:pos:R:3:mulliken_charge:R:1
Tl -2.705 0.072 -1.208 0.93
Cl -0.948 2.441 -0.913 -0.61
C -4.200 -0.346 0.291 -1.20
C -2.918 0.800 -3.217 -1.11
H -5.118 -0.674 -0.219 0.30
H -3.834 -1.129 0.971 0.26
H -4.376 0.591 0.839 0.25
H -3.773 0.294 -3.691 0.31
H -1.988 0.599 -3.767 0.23
H -3.089 1.883 -3.155 0.26
Ti 0.336 0.632 -0.119 0.45
C 2.120 0.626 -1.102 -1.16
C -0.365 -1.167 -0.291 -1.34
H 2.072 -0.207 -1.817 0.29
H 2.242 1.577 -1.638 0.27
H 2.952 0.469 -0.404 0.26
H -0.280 -1.715 -1.248 0.25
H -0.962 -1.746 0.420 0.43
C 1.695 -1.034 2.459 -1.32
C 0.757 0.084 2.901 1.05
C 1.251 0.733 4.202 -1.64
C 0.560 1.179 1.846 -1.19
H 2.693 -0.658 2.217 0.24
H 1.305 -1.580 1.595 0.30
H 1.802 -1.753 3.286 0.39
H -0.225 -0.375 3.116 0.13
H 2.220 1.211 4.039 0.34
H 0.551 1.495 4.537 0.37
H 1.360 -0.006 4.997 0.43
H -0.329 1.794 2.064 0.43
H 1.422 1.862 1.816 0.40
```

Formula: C8H20LiNO8P
Source: the OMol25 dataset
Level of theory: ωB97M-V/def2-TZVPD

Calculated values
frontier orbital gap: 0.1031 Eh
charge: -1
energy above the lowest of the compared OMol25 structures with the same formula, charge and spin: 24.4 kcal per mole
E_LUMO: 1.5 eV

Structure (XYZ):
```
39
Properties=species:S:1:pos:R:3:mulliken_charge:R:1
C 1.565 -0.952 -2.957 -0.96
N 0.799 -1.285 -1.887 0.27
C 0.569 -2.800 -2.025 -0.97
C 1.281 -0.927 -0.486 -0.83
C -0.562 -0.593 -1.996 -0.65
C -1.720 -1.099 -1.040 -0.39
O -2.885 -0.313 -1.279 -0.64
H 1.029 -1.128 -3.996 0.35
H 2.585 -1.397 -3.221 0.27
H 1.712 0.024 -2.847 0.48
H 1.545 -3.284 -2.223 0.37
H -0.026 -3.107 -2.854 0.40
H 0.119 -3.341 -1.082 0.30
H 2.203 -1.499 -0.347 0.36
H 0.477 -1.423 0.168 0.37
H 1.585 0.100 -0.728 0.34
H -0.977 -0.777 -2.934 0.37
H -0.549 0.487 -1.933 0.50
H -1.498 -0.732 -0.011 0.08
H -1.958 -2.086 -1.020 0.41
H -2.780 0.657 -0.972 0.44
Li -0.931 1.783 0.825 1.06
P -1.725 3.325 -0.635 0.33
O -0.446 2.828 -0.768 -0.52
O -2.351 1.893 -0.344 -0.92
O -2.331 4.363 -1.582 -0.89
O -1.631 3.572 0.765 -0.76
C 1.898 2.300 2.079 -0.54
O 1.831 1.247 2.979 -0.32
C 0.673 0.631 3.004 0.81
O -0.190 0.537 2.232 -0.59
O 0.515 -0.100 4.190 -0.42
C -0.594 -1.091 4.324 -0.65
H 1.279 3.168 2.476 0.33
H 1.581 2.027 1.073 0.15
H 2.872 2.754 2.093 0.24
H -1.175 -1.310 3.246 0.16
H -1.387 -0.543 4.856 0.27
H -0.405 -1.895 4.855 0.38
```